No. 1
DFT (ωB97M-V/def2-TZVPD) results for a 4-piece molecular cluster, C4H16N2O2 overall in a non-equilibrium geometry.

The gap between HOMO and LUMO is 3.66 eV. Its calculated total energy is -421.6729 Eh. As for the LUMO energy: -4.530 eV. The value obtained for the relative energy (zero: lowest compared OMol25 entry of this formula, charge and spin) is 199.9 kcal per mole.

ORCA input file:
```
! RIJCOSX wB97M-V def2-TZVPD def2/J DEFGRID3
* xyz 0 1
N -2.403 -0.354 -0.699
C -2.082 0.863 -0.049
C -1.226 0.627 1.201
N 2.609 0.242 0.381
C 2.043 -0.864 -0.275
C 1.083 -0.502 -1.401
H -1.827 -1.208 -0.479
H -3.389 -0.485 -0.856
H -1.404 1.468 -0.678
H -2.968 1.456 0.155
H -0.386 -0.025 1.045
H -0.860 1.590 1.544
H -1.774 0.103 1.990
H 1.417 -1.513 0.418
H 2.853 -1.532 -0.592
H 1.550 0.044 -2.220
H 0.707 -1.474 -1.669
H 0.426 0.239 -0.963
H 1.048 3.138 0.925
H 3.138 0.030 1.216
O 0.988 2.248 0.549
H 2.088 1.148 0.386
H -0.912 -3.092 0.069
O -0.719 -2.148 0.002
*
```

***

No. 2
DFT (ωB97M-V/def2-TZVPD) results for an isolated molecule of C2H4N2OS.

The gap between HOMO and LUMO is 8.95 eV. Its calculated total energy is -661.4721 Eh. As for the LUMO energy: -0.308 eV. The value obtained for the relative energy (zero: lowest compared OMol25 entry of this formula, charge and spin) is 71.2 kcal per mole. As for the SMILES: [H]/N=C\N(O)C=S.

ORCA input file:
```
! RIJCOSX wB97M-V def2-TZVPD def2/J DEFGRID3
* xyz 0 1
C -1.296 0.208 -0.006
C 1.043 -0.606 -0.010
H 1.486 1.653 -0.023
H -1.775 1.213 -0.005
H -1.393 -1.708 0.030
H 0.629 -1.610 0.019
N 0.113 0.356 -0.004
N -1.971 -0.850 -0.004
O 0.502 1.670 0.005
S 2.662 -0.327 -0.002
*
```

***

No. 3
DFT (ωB97M-V/def2-TZVPD) results for an isolated ion of composition C22H24Cl2NO and charge +1 in a non-equilibrium geometry.

The gap between HOMO and LUMO is 7.45 eV. Its calculated total energy is -1902.8483 Eh. As for the LUMO energy: -4.046 eV. The value obtained for the relative energy (zero: lowest compared OMol25 entry of this formula, charge and spin) is 0.0 kcal per mole. As for the SMILES: Clc1ccc(C(c2ccc(Cl)cc2)[C@H]2CCCC2=[N+]2CCOCC2)cc1.

ORCA input file:
```
! RIJCOSX wB97M-V def2-TZVPD def2/J DEFGRID3
* xyz 1 1
C 0.453 2.613 0.472
C 1.325 1.562 -0.211
C 0.775 0.154 0.193
C -0.010 0.455 1.482
N -0.212 -0.348 2.521
C 0.396 -1.697 2.577
C -0.298 -2.569 3.616
O -0.418 -1.908 4.877
C -1.238 -0.743 4.781
C -0.677 0.280 3.797
C -0.121 1.934 1.718
H 1.054 3.494 0.717
H -0.365 2.927 -0.184
H 1.400 1.709 -1.294
H 2.343 1.605 0.198
H 1.646 -0.469 0.500
H 0.329 -2.167 1.590
H 1.464 -1.609 2.859
H -1.288 -2.880 3.227
H 0.327 -3.445 3.834
H -2.276 -0.995 4.483
H -1.223 -0.312 5.793
H 0.177 0.791 4.293
H -1.460 1.024 3.596
H 0.526 2.195 2.578
H -1.154 2.249 1.941
Cl 4.078 -1.914 -5.382
C 3.104 -1.411 -4.067
C 3.030 -2.190 -2.902
C 2.112 -1.842 -1.903
C 1.246 -0.751 -2.063
C 0.134 -0.531 -0.989
C -1.122 0.178 -1.527
C -2.066 0.660 -0.621
C -3.171 1.396 -1.040
C -3.427 1.549 -2.406
Cl -4.744 2.508 -2.924
C -2.579 0.939 -3.335
C -1.449 0.235 -2.893
C 1.487 0.127 -3.135
C 2.384 -0.214 -4.157
H 3.660 -3.074 -2.810
H 2.052 -2.443 -0.991
H -0.182 -1.543 -0.655
H -1.966 0.413 0.439
H -3.834 1.839 -0.309
H -2.814 1.003 -4.393
H -0.841 -0.284 -3.641
H 0.948 1.076 -3.208
H 2.482 0.425 -5.039
*
```

***

No. 4
DFT (ωB97M-V/def2-TZVPD) results for a 2-piece molecular cluster, C4H10NO overall in a non-equilibrium geometry.

The gap between HOMO and LUMO is 9.40 eV. Its calculated total energy is -288.1001 Eh. As for the LUMO energy: -5.052 eV. The value obtained for the relative energy (zero: lowest compared OMol25 entry of this formula, charge and spin) is 39.5 kcal per mole.

ORCA input file:
```
! RIJCOSX wB97M-V def2-TZVPD def2/J DEFGRID3
* xyz 1 1
C -1.002 1.079 1.620
C 0.266 0.720 0.903
C 1.519 0.966 1.258
C -0.792 -1.129 -0.364
N 0.159 -0.305 -0.119
H -1.818 0.916 0.920
H -0.980 2.131 1.869
H -1.186 0.510 2.530
H 2.397 0.558 0.780
H 1.701 1.632 2.091
H -0.635 -2.075 -0.861
H -1.795 -0.771 -0.156
H 0.989 -0.474 -0.678
H -0.217 -1.322 -3.696
H 1.103 -1.020 -3.229
O 0.290 -1.414 -2.869
*
```

***

No. 5
DFT (ωB97M-V/def2-TZVPD) results for an isolated molecule of C20H32N2O2.

The gap between HOMO and LUMO is 8.88 eV. Its calculated total energy is -1041.2321 Eh. As for the LUMO energy: 0.817 eV. The value obtained for the relative energy (zero: lowest compared OMol25 entry of this formula, charge and spin) is 59.5 kcal per mole. As for the SMILES: COc1ccc(CN2CCN(C3CCC3)C[C@H]2CCO)c(C)c1C.

ORCA input file:
```
! RIJCOSX wB97M-V def2-TZVPD def2/J DEFGRID3
* xyz 0 1
C 5.892 1.224 -3.031
O 5.275 -0.004 -2.744
C 3.957 -0.002 -2.370
C 3.192 1.147 -2.242
C 1.863 1.047 -1.869
C 1.273 -0.177 -1.606
C 2.047 -1.338 -1.715
C 3.380 -1.254 -2.110
C 4.214 -2.492 -2.270
H 4.406 -2.954 -1.301
H 5.167 -2.239 -2.723
H 3.704 -3.220 -2.898
C 1.443 -2.679 -1.421
H 2.164 -3.328 -0.932
H 0.583 -2.562 -0.770
H 1.130 -3.162 -2.348
C -0.191 -0.224 -1.244
N -0.409 -0.777 0.090
C 0.287 -0.046 1.134
H 0.286 -0.677 2.028
C -0.371 1.292 1.484
N -1.751 1.066 1.874
C -2.402 2.280 2.307
C -1.867 2.898 3.611
H -1.312 2.165 4.191
H -1.283 3.810 3.517
C -3.313 3.049 4.104
H -3.510 2.725 5.124
H -3.694 4.060 3.973
C -3.769 2.099 2.989
H -3.895 1.079 3.346
H -4.645 2.399 2.418
H -2.450 3.029 1.494
C -2.474 0.412 0.798
H -2.507 1.040 -0.113
C -1.805 -0.935 0.487
C -2.610 -1.759 -0.522
H -1.951 -2.517 -0.955
H -2.986 -1.127 -1.327
C -3.795 -2.472 0.135
O -3.410 -3.344 1.168
H -2.738 -3.946 0.828
H -4.356 -3.020 -0.638
H -4.471 -1.752 0.600
H -1.774 -1.499 1.429
H -3.500 0.244 1.126
H -0.304 1.983 0.622
H 0.161 1.750 2.320
H 1.319 0.115 0.819
H -0.606 0.790 -1.357
H -0.706 -0.870 -1.960
H 1.278 1.953 -1.785
H 3.610 2.122 -2.434
H 6.917 0.981 -3.308
H 5.903 1.885 -2.157
H 5.405 1.736 -3.867
*
```

***

No. 6
DFT (ωB97M-V/def2-TZVPD) results for an isolated molecule of C4H9IN2 in a non-equilibrium geometry.

The gap between HOMO and LUMO (spin up / spin down) is 5.61 / 7.62 eV. Its calculated total energy is -564.8209 Eh. As for the LUMO energy (spin up / spin down): -0.642 / 0.248 eV. The value obtained for the relative energy (zero: lowest compared OMol25 entry of this formula, charge and spin) is 69.2 kcal per mole.

ORCA input file:
```
! RIJCOSX wB97M-V def2-TZVPD def2/J DEFGRID3
* xyz 0 1
C -0.624 -0.851 0.734
C -1.827 -1.388 -0.057
C 0.647 0.003 0.110
C 1.554 -0.704 -0.787
N -0.240 2.186 0.618
N 0.553 1.317 -0.096
I -3.361 0.075 -0.434
H -1.003 -0.340 1.771
H 0.061 -1.820 0.929
H -1.536 -1.735 -1.075
H 1.832 -0.152 -1.729
H 1.089 -1.634 -1.156
H 2.431 -0.965 -0.339
H -0.918 1.623 1.115
H 0.359 2.665 1.288
H 0.984 1.719 -0.892
*
```

***

No. 7
DFT (ωB97M-V/def2-TZVPD) results for an isolated molecule of C6H9N in a non-equilibrium geometry.

The gap between HOMO and LUMO is 10.10 eV. Its calculated total energy is -288.6165 Eh. As for the LUMO energy: 0.947 eV. The value obtained for the relative energy (zero: lowest compared OMol25 entry of this formula, charge and spin) is 103.9 kcal per mole. As for the SMILES: CC#CCN1CC1.

ORCA input file:
```
! RIJCOSX wB97M-V def2-TZVPD def2/J DEFGRID3
* xyz 0 1
C -2.215 1.364 0.372
C -0.919 1.506 1.009
C 0.279 1.383 1.087
C 1.156 0.707 0.099
N 1.346 -0.691 0.447
C 1.570 -1.543 -0.700
C 0.291 -1.612 0.050
H -2.119 1.756 -0.651
H -3.021 1.873 0.887
H -2.440 0.295 0.294
H 0.600 0.798 -0.861
H 2.114 1.201 -0.043
H 2.338 -2.300 -0.577
H 1.527 -1.070 -1.684
H -0.599 -1.222 -0.451
H 0.093 -2.445 0.723
*
```

***

No. 8
DFT (ωB97M-V/def2-TZVPD) results for an isolated molecule of C4Cl3FO2 in a non-equilibrium geometry.

The gap between HOMO and LUMO (spin up / spin down) is 7.51 / 6.60 eV. Its calculated total energy is -1783.1741 Eh. As for the LUMO energy (spin up / spin down): -1.884 / -2.314 eV. The value obtained for the relative energy (zero: lowest compared OMol25 entry of this formula, charge and spin) is 28.1 kcal per mole.

ORCA input file:
```
! RIJCOSX wB97M-V def2-TZVPD def2/J DEFGRID3
* xyz 0 1
C -0.027 -0.937 -0.424
C 0.773 0.589 -0.638
C -0.053 -1.169 0.910
C -0.378 1.351 -0.401
O -0.556 -1.360 -1.434
O 1.911 0.656 -0.893
F -0.402 -2.456 1.291
Cl 1.016 -0.468 2.078
Cl -1.502 1.648 -1.634
Cl -0.783 2.146 1.145
*
```